Entry 1:
Density functional theory data (ωB97M-V/def2-TZVPD) for a molecular structure, C32H33AsN3O6SSr at a distorted geometry.

Each line ends with the Mulliken charge.
Geometry (Å):
Sr: 0.513 0.652 -1.067  1.29
O: -1.183 2.100 -2.818  -0.28
C: -0.985 1.698 -4.167  -0.62
C: 0.477 1.448 -4.485  -1.10
N: 1.079 0.512 -3.542  1.01
C: 0.917 -0.880 -3.958  -0.74
C: 1.375 -1.899 -2.880  0.21
O: 2.105 -2.814 -3.265  -0.77
O: 0.948 -1.690 -1.698  -0.48
C: 2.463 0.841 -3.199  -0.27
C: 2.611 2.302 -2.691  0.13
O: 3.544 2.962 -3.140  -0.79
O: 1.735 2.655 -1.832  -0.72
H: -0.565 2.816 -2.595  0.30
H: -1.386 2.448 -4.856  0.35
H: -1.576 0.787 -4.290  0.35
H: 1.012 2.399 -4.423  0.44
H: 0.577 1.092 -5.521  0.30
H: 1.469 -1.090 -4.883  0.28
H: -0.146 -1.060 -4.148  0.33
H: 3.150 0.664 -4.033  0.39
H: 2.764 0.172 -2.380  0.01
C: 2.154 1.040 3.037  -0.99
C: 2.248 -0.056 2.016  0.50
O: 1.391 -0.188 1.146  0.08
N: 3.293 -0.912 2.109  -0.13
C: 3.593 -1.768 0.984  -1.17
C: 4.370 -1.046 -0.099  0.93
C: 4.567 -1.660 -1.331  -0.68
C: 5.277 -0.978 -2.300  -0.18
C: 5.755 0.294 -2.014  -0.40
C: 5.492 0.828 -0.765  -0.35
N: 4.821 0.173 0.185  -0.39
H: 2.614 1.935 2.613  0.33
H: 2.659 0.782 3.967  0.38
H: 1.102 1.259 3.214  0.06
H: 4.078 -0.581 2.645  0.30
H: 2.652 -2.123 0.563  0.18
H: 4.155 -2.638 1.332  0.43
H: 4.112 -2.617 -1.545  0.39
H: 5.411 -1.417 -3.280  0.40
H: 6.275 0.884 -2.755  0.36
H: 5.809 1.835 -0.519  0.36
S: -0.799 2.656 0.896  -0.36
C: -2.529 2.471 0.697  0.50
C: -3.365 3.578 0.481  -0.87
C: -4.735 3.432 0.352  -0.56
C: -5.326 2.175 0.433  -0.71
C: -4.522 1.066 0.649  -0.46
C: -3.145 1.206 0.788  -0.03
As: -1.905 -0.275 0.959  0.79
C: -1.460 -0.243 2.857  0.11
C: -1.841 0.787 3.707  0.02
C: -1.449 0.774 5.040  -0.62
C: -0.671 -0.265 5.531  -0.49
C: -0.285 -1.296 4.684  -0.54
C: -0.676 -1.281 3.352  -0.41
C: -3.163 -1.782 1.030  -0.43
C: -4.029 -2.009 2.098  0.06
C: -4.890 -3.096 2.092  -0.62
C: -4.894 -3.975 1.015  -0.43
C: -4.030 -3.764 -0.049  -0.52
C: -3.167 -2.675 -0.037  -0.65
H: -2.908 4.557 0.411  0.43
H: -5.350 4.308 0.181  0.34
H: -6.398 2.061 0.327  0.38
H: -4.973 0.083 0.708  0.32
H: -2.428 1.611 3.319  0.34
H: -1.745 1.586 5.693  0.40
H: -0.363 -0.270 6.569  0.36
H: 0.326 -2.109 5.058  0.40
H: -0.358 -2.078 2.688  0.35
H: -4.026 -1.328 2.943  0.42
H: -5.559 -3.260 2.928  0.38
H: -5.565 -4.825 1.011  0.35
H: -4.020 -4.452 -0.885  0.39
H: -2.476 -2.526 -0.860  0.37

Cartesian forces, eV/Å:
Sr -0.66 0.29 1.13
O 0.17 -0.10 0.20
C -0.05 -0.02 0.03
C 0.09 0.05 0.01
N -0.05 -0.11 -0.19
C 0.10 -0.10 -0.03
C 0.10 -0.02 -0.11
O -0.03 -0.05 0.10
O 0.08 0.21 -0.22
C 0.12 0.03 -0.24
C 0.05 0.01 0.02
O 0.02 0.00 0.01
O 0.06 -0.21 -0.20
H -0.02 0.03 -0.04
H 0.00 -0.01 -0.02
H 0.01 0.00 0.00
H -0.01 0.00 -0.02
H -0.01 0.02 -0.01
H 0.02 0.03 0.01
H 0.00 -0.01 -0.02
H 0.04 0.01 0.02
H 0.18 -0.05 -0.14
C 0.00 0.02 -0.02
C -0.18 -0.01 0.14
O 0.30 0.05 -0.19
N -0.08 0.00 0.05
C -0.02 0.00 -0.04
C 0.00 0.01 -0.02
C -0.02 0.02 -0.03
C 0.00 0.05 0.01
C -0.02 0.02 -0.05
C -0.04 -0.02 -0.01
N 0.04 -0.01 -0.02
H 0.00 0.00 0.00
H 0.00 0.00 0.01
H 0.00 0.00 0.01
H -0.03 0.00 0.02
H -0.01 -0.03 -0.03
H 0.01 0.02 0.01
H -0.04 -0.07 -0.02
H 0.02 -0.01 -0.02
H -0.01 0.00 0.01
H 0.00 -0.01 -0.01
S -0.10 -0.03 -0.14
C 0.00 -0.02 0.07
C -0.01 0.01 0.00
C 0.00 -0.01 0.00
C 0.00 0.00 0.00
C -0.01 0.00 0.00
C 0.03 0.04 0.04
As -0.12 -0.05 -0.09
C 0.04 0.01 0.00
C 0.00 0.00 -0.02
C 0.01 0.00 0.01
C -0.01 0.00 0.00
C 0.00 0.00 -0.01
C -0.01 -0.01 0.01
C 0.02 -0.01 0.02
C 0.01 0.00 0.01
C 0.00 0.00 0.00
C 0.00 0.00 0.00
C 0.00 0.00 0.00
C 0.00 0.00 0.00
H 0.00 0.00 0.00
H 0.00 0.00 0.00
H 0.00 0.00 0.00
H 0.00 0.00 0.00
H 0.00 0.00 0.00
H 0.00 0.00 0.00
H 0.00 0.00 0.00
H 0.00 0.00 0.00
H 0.00 0.00 0.00
H 0.00 0.00 0.00
H 0.00 0.00 0.00
H 0.00 0.00 0.00
H 0.00 0.00 0.00
H 0.00 0.00 0.00

Computed properties:
Charge: -1
LUMO in Ha: 0.0937
Kohn-Sham gap in eV: 6.92

Entry 2:
Density functional theory data (ωB97M-V/def2-TZVPD) for a molecular structure, C32H33ClNOPPrSi at a distorted geometry.

Each line ends with the Mulliken charge.
Geometry (Å):
Pr: 0.355 -0.051 0.531  0.07
C: 1.628 1.895 2.077  -0.46
C: 2.658 1.273 1.350  -0.83
C: 2.779 -0.055 1.821  -0.52
C: 1.840 -0.241 2.856  -0.80
C: 1.114 0.955 3.003  -0.45
H: 1.291 2.917 1.958  0.68
H: 3.238 1.718 0.554  0.62
H: 3.482 -0.790 1.453  0.61
H: 1.665 -1.159 3.398  0.46
H: 0.318 1.130 3.715  0.51
Cl: -2.391 -0.653 -0.767  -0.16
C: -3.563 0.394 0.003  0.84
C: -4.855 -0.085 0.120  -0.79
C: -5.820 0.720 0.710  -0.48
C: -5.480 1.985 1.160  -0.83
C: -4.179 2.446 1.029  -0.49
C: -3.185 1.661 0.449  -0.52
P: -1.441 2.194 0.289  1.78
C: -1.201 2.443 -1.431  -0.34
C: -2.297 2.701 -2.276  -0.36
C: -2.220 2.774 -3.637  -1.10
C: -0.924 2.605 -4.225  -0.40
C: 0.181 2.350 -3.504  -0.94
C: 0.175 2.103 -2.011  0.70
C: -1.451 3.785 1.202  -0.24
C: -1.430 3.795 2.595  0.12
C: -1.387 4.991 3.292  -0.76
C: -1.350 6.194 2.599  -0.44
C: -1.356 6.191 1.212  -0.67
C: -1.406 4.991 0.517  -0.49
H: -5.089 -1.075 -0.246  0.46
H: -6.833 0.352 0.813  0.36
H: -6.228 2.622 1.614  0.40
H: -3.930 3.439 1.377  0.39
H: -3.275 2.854 -1.821  0.35
H: -3.096 2.973 -4.237  0.38
H: -0.822 2.701 -5.303  0.35
H: 1.131 2.236 -4.014  0.23
H: 0.950 2.751 -1.549  0.25
H: -1.436 2.857 3.140  0.40
H: -1.369 4.984 4.375  0.39
H: -1.307 7.131 3.140  0.35
H: -1.316 7.125 0.665  0.38
H: -1.400 4.971 -0.568  0.37
N: 0.544 0.698 -1.679  0.06
C: 1.815 0.265 -1.839  0.60
C: 2.929 1.044 -2.277  -0.42
C: 4.198 0.521 -2.294  -0.72
C: 4.472 -0.785 -1.873  -0.61
C: 3.417 -1.567 -1.443  -0.63
C: 2.120 -1.065 -1.428  -0.41
H: 2.765 2.061 -2.600  0.34
H: 5.014 1.146 -2.641  0.36
H: 5.481 -1.176 -1.901  0.38
H: 3.586 -2.589 -1.121  0.42
H: 1.320 -1.758 -1.144  0.76
C: 0.350 -4.283 2.916  -1.11
Si: -0.717 -3.560 1.542  0.17
C: -2.529 -3.826 1.984  -1.05
C: -0.355 -4.518 -0.042  -1.09
O: -0.412 -1.987 1.342  -0.15
H: 0.173 -5.353 3.039  0.38
H: 0.140 -3.794 3.868  0.29
H: 1.409 -4.141 2.698  0.26
H: -2.743 -4.873 2.208  0.34
H: -3.169 -3.520 1.154  0.23
H: -2.807 -3.230 2.854  0.29
H: -0.238 -5.587 0.151  0.39
H: 0.565 -4.163 -0.510  0.31
H: -1.161 -4.394 -0.767  0.27

Cartesian forces, eV/Å:
Pr 0.36 -0.96 0.92
C -0.06 0.12 0.02
C 0.01 0.04 0.02
C 0.14 -0.02 0.05
C 0.03 -0.01 0.10
C 0.03 0.07 0.08
H 0.02 -0.06 0.00
H -0.02 -0.03 0.02
H -0.04 0.03 0.02
H 0.01 0.02 -0.02
H 0.02 0.00 -0.02
Cl -0.33 0.07 0.00
C 0.04 -0.06 -0.10
C 0.03 0.14 0.05
C -0.01 -0.06 -0.02
C -0.06 -0.03 0.00
C 0.00 0.00 -0.02
C -0.01 -0.08 0.15
P -0.25 0.40 -0.56
C 0.04 0.07 -0.07
C -0.08 0.05 0.16
C -0.03 0.00 -0.04
C 0.07 0.03 -0.14
C -0.01 -0.03 0.05
C 0.01 0.09 0.02
C -0.01 -0.03 0.04
C 0.01 -0.03 0.04
C 0.00 0.04 0.02
C 0.00 0.03 0.03
C 0.00 0.05 -0.02
C 0.00 0.00 -0.06
H -0.03 -0.03 0.00
H -0.02 0.00 0.00
H -0.04 0.00 0.01
H 0.02 0.00 0.01
H 0.04 -0.02 0.05
H 0.01 0.00 -0.05
H 0.00 0.00 -0.01
H 0.00 -0.02 -0.02
H -0.04 -0.10 -0.02
H -0.01 -0.04 -0.02
H 0.00 0.01 0.02
H 0.00 0.01 0.01
H 0.00 0.02 0.01
H 0.00 -0.02 -0.01
N 0.03 0.14 -0.15
C -0.08 0.19 -0.05
C -0.11 -0.06 0.01
C 0.10 -0.02 0.00
C 0.02 -0.04 0.01
C 0.00 0.10 0.03
C -0.03 -0.21 0.01
H 0.00 0.04 -0.03
H 0.01 0.01 -0.01
H 0.00 0.00 0.01
H 0.01 0.00 -0.01
H 0.02 0.06 -0.33
C -0.08 -0.02 -0.08
Si -0.01 0.25 -0.05
C 0.13 -0.07 -0.01
C -0.01 -0.02 0.11
O 0.16 -0.04 -0.20
H -0.01 -0.05 0.02
H -0.02 0.04 0.07
H 0.06 0.02 -0.03
H -0.03 -0.05 0.00
H -0.02 0.03 -0.05
H 0.01 0.03 0.05
H -0.02 -0.06 -0.01
H 0.06 0.01 0.01
H -0.04 0.03 -0.05

Computed properties:
Charge: -1
2S+1: 3
LUMO (alpha / beta) in Ha: 0.0933 / 0.0933
Kohn-Sham gap (alpha / beta) in eV: 5.44 / 5.44

Entry 3:
Density functional theory data (ωB97M-V/def2-TZVPD) for 2 unconnected molecules or ions with the total composition C32H33N3O3 at a distorted geometry.

Each line ends with the Mulliken charge.
Geometry (Å):
C: -5.395 -3.186 2.485  -1.48
C: -4.378 -2.097 2.573  0.75
C: -3.352 -2.185 3.522  -0.96
C: -2.391 -1.181 3.628  1.41
C: -1.341 -1.304 4.689  -1.86
C: -2.496 -0.079 2.772  -0.16
N: -1.620 1.023 2.946  0.84
C: -0.307 1.077 2.603  0.26
C: 0.383 0.042 1.843  0.81
C: 1.808 -0.073 2.147  -1.49
C: 2.655 -0.702 1.290  0.20
C: 4.098 -0.628 1.386  0.83
C: 4.914 -1.062 0.313  -0.17
C: 6.296 -0.927 0.365  -0.73
C: 6.902 -0.343 1.487  -0.34
C: 6.119 0.053 2.577  -0.68
C: 4.735 -0.115 2.545  -0.44
O: -0.214 -0.644 0.986  -0.65
N: 0.110 2.330 2.830  0.21
C: 1.400 2.896 2.498  -0.68
C: -0.925 3.059 3.419  -0.89
C: -2.006 2.261 3.467  -0.34
C: -3.518 0.049 1.826  0.84
C: -3.624 1.242 0.927  -1.66
C: -4.452 -0.983 1.726  -1.14
H: -6.162 -2.931 1.747  0.35
H: -4.921 -4.133 2.191  0.32
H: -5.879 -3.343 3.459  0.35
H: -3.305 -3.032 4.212  0.45
H: -0.972 -0.337 5.055  0.32
H: -1.778 -1.840 5.545  0.55
H: -0.478 -1.904 4.365  0.31
H: 2.125 0.414 3.077  0.41
H: 2.233 -1.294 0.474  0.42
H: 4.436 -1.497 -0.563  0.23
H: 6.908 -1.274 -0.466  0.37
H: 7.983 -0.215 1.515  0.36
H: 6.590 0.478 3.463  0.37
H: 4.135 0.125 3.422  0.33
H: 1.271 3.980 2.431  0.33
H: 2.135 2.697 3.291  0.30
H: 1.761 2.518 1.531  0.35
H: -0.816 4.092 3.707  0.48
H: -3.009 2.458 3.810  0.55
H: -4.395 1.055 0.169  0.40
H: -3.923 2.159 1.458  0.38
H: -2.687 1.442 0.384  0.33
H: -5.250 -0.905 0.984  0.28
C: -4.040 0.399 -3.976  -0.55
C: -3.455 0.373 -2.703  -0.14
C: -2.151 -0.112 -2.549  -0.05
C: -1.447 -0.604 -3.654  0.24
C: -0.035 -1.120 -3.473  -1.03
C: 0.992 0.023 -3.381  0.45
C: 2.454 -0.373 -3.289  -0.58
O: 2.931 0.238 -2.100  -0.32
C: 1.916 0.979 -1.506  0.37
O: 2.144 1.605 -0.467  -0.77
N: 0.778 0.824 -2.215  -0.59
C: -2.037 -0.562 -4.925  -0.47
C: -3.330 -0.059 -5.091  -0.55
H: -5.049 0.789 -4.100  0.36
H: -4.003 0.736 -1.834  0.11
H: -1.652 -0.095 -1.577  0.39
H: 0.036 -1.695 -2.532  0.20
H: 0.238 -1.744 -4.333  0.42
H: 0.916 0.615 -4.318  0.22
H: 2.583 -1.458 -3.216  0.30
H: 3.004 0.037 -4.149  0.25
H: -1.471 -0.921 -5.787  0.32
H: -3.780 -0.020 -6.085  0.35

Cartesian forces, eV/Å:
C -0.30 -0.29 -0.06
C 0.30 0.26 0.07
C -0.12 0.37 -0.44
C -0.29 0.02 -0.10
C 0.18 -0.20 0.51
C -0.90 -0.77 0.17
N 0.95 1.16 0.20
C -2.33 1.58 -0.02
C 0.81 -2.93 -2.40
C -0.15 -0.44 0.03
C -0.61 0.21 0.52
C 1.32 -0.16 0.39
C -0.47 0.09 0.40
C 0.08 0.19 0.40
C -0.34 -0.14 -0.20
C -0.22 -0.17 -0.08
C 0.09 -0.15 -0.62
O 0.68 1.75 2.08
N -0.70 -0.15 0.82
C 0.96 0.55 -0.16
C 0.61 -0.12 -0.54
C 0.17 -0.99 -0.22
C -0.02 -0.32 0.10
C -0.11 0.30 -0.51
C 0.36 -0.14 0.42
H 0.10 -0.18 0.17
H -0.17 0.20 0.05
H 0.08 0.00 -0.26
H -0.05 0.21 -0.28
H -0.07 -0.18 -0.12
H 0.21 0.22 -0.20
H -0.17 0.23 -0.09
H 0.16 -0.03 -0.66
H 0.02 0.55 -0.03
H 0.08 0.22 0.13
H -0.16 0.13 0.18
H -0.25 -0.03 0.01
H -0.09 -0.13 -0.21
H 0.23 0.08 -0.23
H -0.01 -0.22 -0.06
H -0.26 -0.04 -0.25
H -0.14 -0.02 0.12
H 0.12 -0.14 -0.10
H 0.11 -0.17 0.00
H 0.21 0.08 0.27
H 0.16 -0.25 -0.08
H -0.19 -0.05 0.23
H 0.24 -0.08 0.24
C 0.13 -0.03 0.03
C 0.38 -0.19 -0.42
C -0.41 0.04 -0.05
C 0.13 0.05 -0.09
C 0.19 0.08 0.06
C -0.30 0.71 -0.16
C 0.36 -0.18 0.08
O 1.54 -0.33 0.26
C -2.72 -0.74 -2.04
O 0.25 -0.03 0.33
N 0.55 1.19 1.60
C -0.11 0.08 0.35
C 0.07 0.04 0.30
H 0.16 -0.08 0.02
H 0.11 -0.06 -0.33
H -0.15 -0.05 -0.30
H -0.01 0.05 -0.41
H -0.09 -0.16 0.18
H -0.45 -0.03 0.28
H 0.22 -0.01 -0.06
H 0.11 -0.34 0.27
H -0.17 0.07 0.22
H 0.11 -0.02 0.31

Computed properties:
LUMO in Ha: -0.0446
Kohn-Sham gap in eV: 4.88

Respective energy above the lowest of the compared OMol25 structures with the same formula, charge and spin values: 41.4; 0.0; 0.0 kJ/mol.
Respective electronic energy values: -4519.87462; -2977.41035; -1629.12093 Ha.